13 unconnected molecules or ions with the total composition C91H192F12N9O10S2, computed with wB97M-V/def2-TZVPD.

Last column: Mulliken charge in e.
Cartesian coordinates (Å):
N 1.11 7.72 -0.97  0.5882
H 3.04 2.16 4.59  0.4295
H -6.24 8.18 5.87  0.3224
H -2.62 -2.55 1.44  -0.0381
H 2.70 -0.78 7.28  0.4726
N -2.36 -4.21 2.90  0.4716
H -2.49 1.24 -0.22  -0.5412
H 5.46 -4.05 9.26  0.3187
S 0.17 -0.98 -0.76  0.2818
C -3.83 7.05 8.13  -0.9484
H 9.06 -5.76 3.43  0.3159
H 0.58 2.32 -7.49  0.3678
N -4.41 0.61 -0.60  0.8461
C -3.25 4.85 6.84  -0.8501
H -0.80 -5.34 2.27  0.5078
H -5.16 -2.20 -4.78  0.4623
H 2.69 -8.33 -6.93  0.3244
C -2.90 -2.79 2.47  -1.1376
N -5.02 -1.87 -6.72  0.8147
H -4.26 -5.17 2.53  0.4124
C 1.82 2.21 -5.71  -0.5618
H -6.71 -7.00 -9.35  0.3852
H -1.12 -6.37 -3.50  0.3325
H -5.71 1.32 -3.37  0.3911
C 1.51 7.31 0.50  -0.6414
H 2.89 -1.91 -3.70  -0.1066
C 6.41 -4.45 2.05  -0.8028
H 0.14 -0.32 7.59  0.5211
H 7.36 -7.11 2.20  0.3586
H 3.88 -0.43 -5.06  0.1844
H 0.72 7.81 1.07  0.1962
C -2.93 4.47 1.18  -0.7696
C 0.48 -3.66 -3.35  -0.1411
H -1.85 12.37 -1.86  0.3847
C -6.11 7.11 5.68  -0.6561
H 5.25 -2.44 3.43  0.3836
H 2.24 -1.51 5.77  -0.3001
C 0.59 5.41 -0.63  1.8196
C -3.23 5.16 -2.76  0.3125
C 0.80 1.61 -6.69  -1.3059
C -6.59 0.29 -1.73  -1.3998
C -2.76 3.13 2.02  0.0315
H 2.83 -4.41 10.74  0.3832
H -4.91 -1.41 -0.53  0.4210
H 2.00 5.30 1.08  -1.0592
H 0.99 -3.24 -2.48  -0.5523
H 4.31 -7.98 -6.80  0.3721
H -2.00 11.26 0.02  0.4837
C 1.12 5.81 0.68  0.8564
C 2.21 1.93 -3.18  0.1126
H 4.08 -5.58 10.27  0.3506
C -5.68 5.39 7.46  -0.5862
C -0.14 -3.81 3.78  0.0490
H -5.12 -5.94 0.29  0.4098
C 5.80 -2.38 0.71  -1.1362
C -4.57 6.79 5.73  -0.4835
C -0.96 -3.41 -3.42  0.5170
C -1.31 -4.42 -4.54  -0.4925
H -7.56 0.58 -2.12  0.5202
H 3.22 -6.62 -6.68  0.3048
C -6.82 6.21 6.77  -0.4926
H -3.80 7.56 5.65  0.5356
C 3.36 2.21 3.56  -0.0360
H 4.31 -7.48 -4.33  0.4521
H -3.13 -6.85 -1.91  0.2535
H -0.03 -2.72 3.72  -0.1881
C 0.17 1.18 -4.42  0.2485
H -0.76 0.23 -6.20  0.2327
N 0.68 -5.19 -3.33  1.1726
O 1.36 -0.93 -1.58  -0.2306
H 6.89 0.21 -4.61  -0.0052
H -2.65 -5.47 4.71  0.3006
H -5.49 -0.41 -3.52  -0.7869
H -2.51 -2.09 3.22  0.7314
H -0.42 9.52 0.85  0.2943
C 4.48 -2.82 2.76  -0.6456
H -2.18 -5.38 0.18  -0.1204
H -6.91 -2.72 -6.65  0.5238
H -0.31 -6.20 -5.06  0.5347
H -3.16 -1.16 -0.33  0.0630
N -4.28 6.03 7.06  0.1830
O 5.77 -1.45 -5.12  -0.4332
H -1.31 -2.44 -3.78  0.1238
H -3.19 -3.80 4.84  0.4676
H -7.53 -4.96 -8.11  0.3743
H 4.07 -0.98 0.36  -0.9605
H 4.72 -3.18 10.73  0.3426
H -0.20 -5.13 -1.34  0.2343
H 1.48 1.77 -2.39  0.4340
H 4.41 -2.83 -3.42  0.1204
H 2.77 -5.25 -3.33  -0.0170
O 8.06 -1.25 -5.63  -0.8265
H 0.01 1.28 5.93  0.2215
H 1.22 -3.41 6.71  0.6158
H -4.34 6.06 4.96  0.0938
F 4.75 5.91 1.13  -0.2203
H -1.44 -3.44 -2.44  -0.2724
H 0.97 -3.31 -4.26  0.2712
H 2.21 -7.62 -3.04  0.3600
H -6.49 6.84 4.70  0.3742
H -2.88 7.48 7.81  0.3771
H -0.56 -5.17 5.40  0.5294
H -0.27 4.74 -0.57  -0.3522
H 3.81 0.70 2.00  -0.4818
C -4.09 -6.52 -1.52  -1.1351
C -3.47 1.69 -0.06  0.0426
C 4.33 4.54 3.08  1.1620
C 0.66 -0.63 6.68  -0.4312
H 2.15 3.24 -5.83  0.5561
H -6.04 -7.16 -7.80  0.3525
F 6.64 0.21 -7.87  -0.3126
C -0.55 -5.69 -4.14  -1.0693
H -4.65 -4.26 -7.77  0.2865
H 5.03 -4.13 6.94  0.4517
F 5.59 3.97 1.14  -0.2920
H -4.91 -7.19 -1.81  0.4282
O 4.34 5.23 4.29  -0.9089
C 0.64 9.22 -1.06  -0.7784
H -5.05 -6.51 -8.98  0.3492
H -0.65 1.24 -3.71  -0.3036
H 3.55 -4.58 5.96  0.4190
H 1.55 9.79 -0.91  0.5306
H 1.49 -5.59 -1.26  0.2438
H -4.02 -3.38 -5.38  -0.1641
H -6.47 -4.48 -9.40  0.3996
O -0.76 -0.01 -1.38  -0.4340
H 1.29 4.40 -4.05  0.3893
C 3.81 0.74 3.09  0.2822
C -5.51 0.41 -2.81  0.9364
H 5.13 -6.22 2.46  0.2671
C 0.57 4.19 5.53  -0.8693
H -5.68 4.34 7.18  0.3607
C 5.92 -5.63 2.92  -0.0487
C -0.55 9.62 -0.22  -0.2661
H -3.98 -2.86 2.55  0.4317
H 3.09 8.22 -1.42  0.4031
N 3.09 -3.55 7.87  0.4932
H -5.70 -4.81 -6.35  0.4435
H 3.86 -2.03 2.35  -0.0170
H -6.33 0.68 0.48  0.4646
H 1.95 7.78 -2.80  0.4524
C -0.86 -4.28 2.54  -0.2859
H -2.39 -4.57 -4.62  0.3054
C 2.85 -4.85 8.67  -0.4727
C 2.39 7.50 -1.84  -0.9588
H -3.48 -0.26 -2.36  -0.4054
H 4.79 -4.86 -0.01  0.4230
C 6.44 0.59 -6.59  0.7503
C 3.39 -7.74 -4.84  -0.7684
C -6.49 -4.99 -8.44  -0.5674
H 3.22 -5.67 8.06  0.3268
H 1.88 -5.19 -4.98  0.5480
H 2.92 3.80 -2.29  -0.7536
F -2.50 4.23 -2.21  0.0705
H 4.77 0.45 3.52  0.5475
C 0.90 0.66 5.93  -0.8060
H -0.21 11.86 -2.38  0.3641
C 7.04 -6.65 3.13  -0.6955
H -5.82 5.34 8.54  0.4415
C -0.95 -4.26 4.95  -0.4232
H 5.44 -5.37 3.86  -0.0040
H 3.90 -3.61 3.24  0.2084
H -7.50 5.52 6.26  0.2912
H -0.60 -3.67 1.68  -0.3117
H -3.03 -2.04 -7.72  0.2926
H -6.43 -2.52 -8.31  0.4392
H -3.10 4.36 7.80  0.3732
H 0.33 -6.79 -1.78  0.4077
H -1.31 3.19 6.43  0.3322
C 1.97 -5.61 -3.98  -0.1969
C -6.06 -2.84 -7.33  -1.2323
C -6.09 -6.46 -8.64  -1.4268
N 1.14 2.27 -4.32  0.9750
C 3.33 2.99 -2.90  0.1788
H -0.34 11.77 -0.11  0.3479
C -3.98 -1.52 -7.79  -0.5325
H -4.40 -1.65 -8.79  0.3116
H -4.49 7.90 7.99  0.3890
H -4.12 -7.23 0.52  0.4873
H 3.25 0.95 -0.62  -0.2044
H -0.32 3.82 -4.74  0.5784
C 0.69 -0.28 0.93  -0.6697
C 5.34 5.01 1.91  0.6706
F 1.04 1.02 0.81  0.1430
H 1.25 0.45 4.92  -0.2813
H 1.77 -5.01 8.80  0.3766
H -1.71 2.89 2.16  0.2729
H -1.78 10.78 -2.41  0.3271
H 1.10 0.70 -7.22  0.4224
C -3.24 -5.26 2.15  -1.3346
H -6.80 -0.74 -1.45  0.4367
O 4.49 3.13 3.35  -0.4370
H -1.28 5.81 7.15  0.3955
H 2.62 -2.81 0.14  -0.6696
H -4.73 2.12 1.75  0.3750
C 6.85 -0.47 -5.46  0.0442
H 0.09 3.50 -3.03  0.1238
H 2.46 2.44 2.99  -0.1925
C -1.16 11.54 -1.94  -1.2757
H 3.41 -4.60 1.12  0.4814
H 1.20 -2.73 8.36  0.5440
C 1.94 -1.42 6.81  0.6936
F 5.21 0.94 -6.49  -0.2333
C -3.17 -5.18 0.59  1.0950
H -3.80 4.26 6.11  0.4172
H 2.50 7.65 0.80  0.4035
H 4.79 -1.55 -1.14  0.1915
C -3.73 -0.05 -7.80  -0.5591
C -4.13 -6.28 -0.01  -0.9082
H 3.48 -3.26 -1.26  -0.8841
S -4.72 4.35 -3.57  1.2231
C -4.30 -2.33 -5.43  -0.9126
H -0.89 7.02 -1.05  0.0894
C 2.16 -7.15 -4.02  -0.8981
H 5.19 3.00 -1.68  0.6259
H 3.80 -2.85 -5.05  0.5879
C 3.63 -3.01 -0.21  1.6067
H -3.65 1.51 -2.45  -0.2651
H -3.16 3.37 3.00  0.0281
H 0.03 6.70 -2.48  0.4307
C 8.25 -6.19 4.02  -1.1661
O -5.41 5.46 -4.29  -0.7057
C -2.39 -4.44 4.48  -0.9535
C -3.68 2.01 1.48  -0.7000
C -4.15 -0.81 -0.03  -1.1171
H 6.52 -7.41 3.72  0.3680
H -6.30 -0.42 -7.44  0.5408
F 7.16 1.65 -6.44  -0.2961
H 0.70 0.26 -4.19  -0.3806
H -2.84 -6.21 2.51  0.5151
C -5.95 0.96 -0.50  -0.5953
H -4.80 1.55 -6.77  0.6268
H -1.42 3.70 4.81  -0.2358
H -3.46 -1.67 -5.19  0.4869
H -1.31 8.91 -0.55  0.1881
H 6.67 -2.74 0.17  0.4113
H -3.66 2.58 -0.67  0.7740
C 4.03 -3.84 6.61  -1.2313
H 3.16 -0.01 3.54  -0.4279
O -4.28 3.30 -4.46  -0.6529
H -1.02 -3.44 5.67  0.1336
H 0.45 9.53 -2.08  0.3714
C -4.46 0.52 -6.64  0.0966
H -3.47 -4.24 0.11  -0.0981
H 1.06 3.99 6.49  0.3531
F -3.64 6.05 -1.88  -0.2528
H 4.85 -0.37 -3.58  -0.2852
C 0.49 3.66 -4.03  -0.9479
C 3.58 -4.65 9.98  -0.7051
H -2.45 5.34 1.63  0.5603
H 1.40 4.86 -1.11  -1.4006
C 3.97 1.77 -0.60  -0.1654
H -3.97 4.78 1.10  0.5002
H -5.87 2.04 -0.65  0.4742
H 6.71 -4.96 1.14  0.3816
C 4.40 2.31 -1.98  -1.4737
H -2.66 0.14 -7.70  0.1182
C 3.83 -2.26 -4.14  -0.5207
H 8.66 -6.99 4.63  0.4062
H 7.24 -3.90 2.50  0.4395
H -4.26 -0.78 1.06  0.4256
C 4.60 -3.56 9.71  -0.5633
H -1.96 6.04 5.57  0.4291
H 0.97 3.45 4.84  -0.1449
C -5.65 -4.37 -7.34  -0.3587
H 3.55 2.58 -0.01  -0.0081
C 0.57 -5.73 -1.83  -1.0408
C -1.06 11.06 -0.50  -0.7527
H 4.79 1.44 0.04  0.6758
H 4.44 -1.85 8.30  0.3671
C -1.05 4.03 5.79  -0.0215
H -4.08 0.48 -8.69  0.4084
C -5.60 -0.46 -6.60  -1.1357
H 0.87 -4.23 3.75  0.5211
H -0.96 -4.04 -5.50  0.3255
H 2.52 0.90 -3.37  -0.5651
H 2.72 1.62 -5.53  0.3366
H 4.92 1.52 -2.51  0.1664
F 1.77 -0.94 1.39  0.1578
H -6.36 -0.49 -5.82  0.5563
H 3.36 4.71 2.62  -0.6740
H 4.06 -2.92 6.03  0.3631
C 4.23 -4.14 0.58  -0.8206
C -0.39 1.19 -5.85  0.0791
H -3.25 1.15 2.01  -0.1260
O -5.52 3.87 -2.44  -0.6856
C 4.58 -0.99 -4.44  0.3581
H -1.30 1.79 -5.89  0.3366
H 3.76 3.39 -3.82  0.7817
H 1.23 -7.54 -4.45  0.4307
F 6.58 5.46 2.21  -0.3154
H 0.26 5.63 1.32  0.4950
C -4.13 0.58 -2.13  0.6511
H -3.75 6.38 8.99  0.3680
H -4.29 -5.56 -2.00  0.2022
N 5.25 -3.53 1.58  0.5538
H 7.87 -5.56 4.83  0.2636
H 3.45 -8.79 -4.56  0.4092
C -1.82 5.30 6.36  -0.4913
F -2.62 5.83 -3.69  -0.2563
H 3.08 -1.99 9.31  0.5346
H 1.66 1.22 6.48  0.5519
C 1.76 -2.79 7.42  -1.6462
C 0.08 6.66 -1.39  -0.9587
H -0.09 -1.14 6.07  -0.1505
H -7.33 6.78 7.54  0.3329
H 2.75 6.47 -1.85  0.1924
H -2.38 4.32 0.25  -0.5532
H 0.79 5.17 5.11  0.5312
C 3.85 -2.60 8.84  -0.8258
O -0.49 -2.28 -0.55  -0.0975
H -3.86 0.53 -5.73  -0.3731
H 6.18 -1.58 1.34  0.4642
C 3.36 -7.66 -6.38  -1.1979
F -0.40 -0.44 1.68  0.1143
C 4.56 -1.83 -0.11  1.0975

Results
* E_tot: -185589.174 eV
* HOMO energy: -0.4148 Ha
* gap between HOMO and LUMO: 2.3 eV
* lowest unoccupied orbital energy: -0.3309 Eh
* largest force on an atom: 5.759 eV/Å
* net charge: +5